[1]
{
  "formula": "C21H12F12N2O2ReS",
  "method": "wB97M-V/def2-TZVPD",
  "homo_lumo_gap_ev": [5.3392, 5.3368],
  "charge": 3,
  "elements": ["Re", "C", "C", "C", "C", "C", "N", "C", "C", "C", "C", "C", "C", "C", "C", "O", "C", "F", "F", "F", "C", "F", "F", "F", "C", "C", "C", "O", "C", "F", "F", "F", "C", "F", "F", "F", "H", "H", "H", "H", "H", "H", "H", "H", "H", "H", "H", "H", "S", "C", "N"],
  "xyz": [[0.24066, 0.69015, 0.27849], [-6.22689, -1.45345, -1.50399], [-4.76791, -1.37705, -1.27356], [-4.04363, -2.46151, -0.75186], [-2.69568, -2.35687, -0.55749], [-2.00439, -1.14023, -0.84974], [-0.64252, -1.08730, -0.66779], [0.06332, -2.17362, -1.08904], [-0.49694, -2.95529, -2.16765], [0.10125, -4.08596, -2.63009], [1.32156, -4.51534, -2.07384], [2.01698, -5.72220, -2.56011], [1.92428, -3.71004, -1.05563], [1.35709, -2.56815, -0.58420], [2.04097, -1.81851, 0.52984], [1.52188, -0.49570, 0.58193], [1.68976, -2.44302, 1.91682], [2.28231, -1.78615, 2.89249], [2.02885, -3.71692, 1.93944], [0.36004, -2.34633, 2.07497], [3.58612, -1.62958, 0.32624], [4.01316, -0.63550, 1.08021], [3.81977, -1.33821, -0.94863], [4.22385, -2.74395, 0.65017], [-2.74124, -0.01474, -1.34469], [-4.07406, -0.15885, -1.57431], [-1.96726, 1.23889, -1.68826], [-1.12518, 1.49935, -0.56271], [-1.03583, 1.04519, -2.95914], [-1.46250, 0.01488, -3.67657], [-0.96151, 2.11010, -3.70609], [0.22998, 0.74437, -2.54106], [-2.84276, 2.51734, -1.82360], [-2.07426, 3.58724, -1.86456], [-3.57059, 2.43138, -2.93019], [-3.64378, 2.60577, -0.76637], [-6.64152, -2.42714, -1.26154], [-6.45044, -1.21052, -2.54934], [-6.73670, -0.68461, -0.91132], [-4.56219, -3.37203, -0.48070], [-2.14363, -3.16620, -0.09455], [-1.37280, -2.57172, -2.67372], [-0.33434, -4.63442, -3.45574], [1.35218, -6.40546, -3.08300], [2.54373, -6.23503, -1.75380], [2.79441, -5.40641, -3.27363], [2.86893, -4.04941, -0.65003], [-4.64929, 0.64641, -2.01062], [0.12508, 3.23124, 4.03038], [0.24665, 2.42064, 2.78668], [0.38570, 1.77234, 1.70290]]
}

=====

[2]
{
  "formula": "C21H12N4O9RuS",
  "method": "wB97M-V/def2-TZVPD",
  "homo_lumo_gap_ev": [8.1562, 7.7102],
  "s_squared": 0.7541,
  "charge": -1,
  "e_above_lowest_kcal_mol": 0.00,
  "multiplicity": 2,
  "elements": ["Ru", "O", "C", "C", "C", "N", "C", "C", "C", "O", "O", "C", "O", "O", "H", "H", "H", "O", "C", "O", "C", "C", "C", "C", "C", "N", "C", "O", "O", "H", "H", "H", "N", "C", "N", "C", "C", "C", "C", "C", "C", "S", "H", "H", "H", "H", "H", "H"],
  "xyz": [[-0.58727, -0.59499, 0.22662], [-1.67930, 3.72889, 4.58184], [-1.36187, 2.73617, 3.71000], [-0.08368, 2.20293, 3.62618], [0.16696, 1.20502, 2.70463], [-0.78293, 0.77362, 1.87559], [-2.03247, 1.22688, 2.01449], [-2.37185, 2.21600, 2.90944], [-3.07211, 0.47418, 1.20891], [-4.24995, 0.75580, 1.30167], [-2.57481, -0.50981, 0.52748], [1.50488, 0.45169, 2.66451], [2.39947, 0.87177, 3.40380], [1.47437, -0.53870, 1.89599], [-0.88906, 3.96679, 5.07900], [0.73261, 2.50798, 4.27022], [-3.39984, 2.53828, 2.98651], [-1.38056, 1.12340, -3.35569], [-1.21463, 0.46458, -2.34753], [-0.86582, 0.90668, -1.18099], [-1.50735, -1.03612, -2.39889], [-2.21398, -1.68184, -3.39413], [-2.57238, -3.01033, -3.18955], [-2.25691, -3.65386, -1.99958], [-1.53999, -2.95146, -1.04911], [-1.14767, -1.71041, -1.31035], [-1.19476, -3.42516, 0.35795], [-1.45413, -4.57242, 0.67103], [-0.62123, -2.52535, 1.09602], [-2.49809, -1.12813, -4.27745], [-3.14095, -3.53424, -3.94766], [-2.57132, -4.66345, -1.77765], [1.77293, -2.87984, -0.35324], [2.14166, -1.64688, -0.76096], [1.40340, -0.58565, -0.62390], [2.11253, 0.56959, -0.96861], [1.70431, 1.88446, -0.77244], [2.54831, 2.90886, -1.16005], [3.79093, 2.65233, -1.73808], [4.22170, 1.34933, -1.91289], [3.37718, 0.32711, -1.50931], [3.70233, -1.38574, -1.50069], [1.11195, -2.87003, 0.42651], [2.50153, -3.57000, -0.29796], [0.74053, 2.09399, -0.33685], [2.23190, 3.93255, -1.00787], [4.42965, 3.47371, -2.03563], [5.19575, 1.13178, -2.33134]]
}

=====

[3]
{
  "formula": "C21H13F4N3O",
  "method": "wB97M-V/def2-TZVPD",
  "homo_lumo_gap_ev": 8.6858,
  "e_above_lowest_kcal_mol": 0.00,
  "smiles": "Cn1c(=O)c(Cc2ccc(F)cc2F)cc2cnnc(-c3ccc(F)cc3F)c21",
  "elements": ["O", "F", "F", "F", "F", "N", "N", "C", "C", "C", "C", "C", "C", "C", "C", "C", "C", "C", "C", "C", "C", "C", "C", "C", "C", "C", "N", "C", "C", "H", "H", "H", "H", "H", "H", "H", "H", "H", "H", "H", "H", "H"],
  "xyz": [[0.18792, 2.18766, 0.76910], [0.81937, -3.44226, 6.46549], [-4.03773, 3.96311, -4.38200], [2.17758, -0.72809, 2.70848], [-0.29100, 1.08049, -4.18098], [1.60666, -3.51596, -1.04251], [1.33814, -3.54537, 0.23689], [0.35954, 1.15052, 0.15546], [1.22456, -0.00351, -1.85889], [0.89381, 1.19318, -1.25288], [1.53458, -2.37214, -1.73674], [0.88733, -2.47110, 0.89295], [0.07962, -3.97249, 4.26758], [-2.43484, 4.36905, -2.67000], [1.41048, -2.00335, 4.60708], [-2.19624, 2.47472, -4.25906], [0.08899, -3.74610, 2.89135], [-1.25525, 3.94412, -2.06961], [0.78893, -3.14585, 5.13116], [-2.89043, 3.61517, -3.78091], [1.46905, -1.76234, 3.22573], [-0.95524, 2.15453, -3.69467], [1.13349, -1.21248, -1.11052], [0.78500, -2.64361, 2.36417], [0.65940, -1.23077, 0.21535], [-0.49653, 2.84841, -2.58873], [0.03667, -0.03801, 0.74414], [0.86803, 2.52598, -2.02590], [-0.94620, -0.10709, 1.86545], [1.55587, -0.01534, -2.90978], [1.89457, -2.32857, -2.72440], [-0.51587, -4.77748, 4.65831], [-2.92820, 5.26142, -2.31534], [1.90464, -1.35467, 5.28285], [-2.56118, 1.88209, -5.07904], [-0.48377, -4.37872, 2.20639], [-0.87718, 4.54019, -1.23353], [1.17091, 3.37977, -1.36664], [1.59571, 2.47733, -2.85959], [-1.80253, 0.52085, 1.66336], [-1.32206, -1.10628, 2.05622], [-0.47659, 0.33299, 2.73423]]
}

=====

no.,F_max (eV/Å),energy (eV)
1,0.8,-74591.6745
2,0.4,-59783.7261
3,3.5,-39374.4936